Record 1
{
  "formula": "C4H11NO",
  "method": "ωB97M-V with the def2-TZVPD basis set",
  "smiles": "CC(C)=CN.O",
  "orbital_gap_ev": 8.7374,
  "e_homo_ev": -8.005,
  "de_lowest_ev": 1.901,
  "e_lumo_ha": 0.02693,
  "species": ["O", "N", "C", "C", "C", "C", "H", "H", "H", "H", "H", "H", "H", "H", "H", "H", "H"],
  "xyz": [[-3.0774, -0.4542, 0.3788], [1.0782, 0.5414, 1.9170], [-0.6621, 0.1995, -1.4156], [0.4446, 0.0212, -0.3669], [0.2764, 0.7555, 0.7621], [1.8113, -0.3976, -0.7707], [-1.4092, 0.7131, -0.8411], [1.3643, -0.4129, 2.0488], [-2.5521, -1.2639, 0.3944], [-0.6722, 1.2616, 0.9326], [2.0704, -0.2464, -1.8400], [-2.5749, -0.0258, 1.0875], [-1.1274, -0.7862, -1.5865], [2.6617, 0.1189, -0.3152], [-0.3108, 0.5493, -2.3840], [0.6135, 0.8807, 2.7480], [2.0658, -1.4541, -0.7494]],
  "forces_ev_per_angstrom": [[0.7, -0.3, 0.9], [-0.3, 1.1, -0.2], [0.8, -1.9, 1.1], [-0.1, 2.8, -0.6], [-0.1, -2.7, 0.4], [1.6, -0.9, -1.3], [-0.6, 0.9, -0.9], [0.1, -0.1, -0.1], [-0.4, -0.4, -0.6], [0.2, 0.3, 0.0], [-0.9, 0.4, 0.2], [-0.5, 0.6, -0.1], [0.2, 0.2, -0.2], [-0.5, 0.1, 0.7], [-0.2, 0.5, 0.2], [0.3, 0.0, 0.0], [-0.3, -0.5, 0.7]]
}


Record 2
{
  "formula": "C4H11NO",
  "method": "ωB97M-V with the def2-TZVPD basis set",
  "s_squared": 2.005,
  "orbital_gap_ev": [5.7088, 8.1758],
  "spin_multiplicity": 3,
  "e_homo_ev": [-4.799, -9.902],
  "e_lumo_ha": [0.03342, -0.06345],
  "species": ["O", "N", "C", "C", "C", "C", "H", "H", "H", "H", "H", "H", "H", "H", "H", "H", "H"],
  "xyz": [[1.8238, -0.0911, -0.3873], [2.1263, 1.2494, 0.0569], [-2.7832, 1.0943, -0.2333], [-1.7540, -1.0186, -0.6207], [2.5971, -1.1130, 0.3755], [-1.8254, 0.0323, 0.1206], [-2.2224, -1.0174, -1.6141], [-2.5625, 1.6415, -1.1453], [-1.2369, 0.1072, 1.0814], [2.5794, -0.8738, 1.4563], [-0.8958, -1.7148, -0.4732], [-2.8051, 1.7402, 0.6511], [2.0081, 1.1862, 1.1279], [-3.6886, 0.5982, -0.3817], [3.5743, -1.1986, -0.0074], [1.9922, -2.1299, 0.1402], [3.0729, 1.5079, -0.1468]],
  "forces_ev_per_angstrom": [[1.4, -0.2, 1.1], [-1.7, -1.1, 2.2], [2.2, 0.5, 1.8], [1.6, -10.7, -7.2], [-3.7, -0.9, -0.9], [0.1, 10.1, 8.0], [0.3, -0.2, 0.4], [0.2, 0.2, -0.4], [-0.9, 0.0, -1.2], [0.0, -0.2, -0.5], [-0.8, 0.5, -0.5], [-0.5, 0.4, -0.6], [0.4, 0.5, -2.1], [-2.2, -0.7, -0.4], [1.3, 0.0, -0.4], [1.5, 2.3, 0.7], [0.8, -0.4, -0.2]]
}


Record 3
{
  "formula": "C4H11NO",
  "method": "ωB97M-V with the def2-TZVPD basis set",
  "s_squared": 0.755,
  "charge": 1,
  "orbital_gap_ev": [11.1471, 6.4031],
  "spin_multiplicity": 2,
  "e_homo_ev": [-15.527, -15.527],
  "de_lowest_ev": 1.496,
  "e_lumo_ha": [-0.16095, -0.33528],
  "species": ["O", "N", "C", "C", "C", "C", "H", "H", "H", "H", "H", "H", "H", "H", "H", "H", "H"],
  "xyz": [[-0.0092, -0.4965, 3.1791], [0.1604, 1.0023, 1.5272], [-0.4117, -0.0315, 2.0791], [0.6364, 0.8560, -1.8342], [-1.5391, -0.7413, 1.4160], [0.9737, -0.6382, -1.6852], [-1.1363, -1.4247, 0.6585], [-2.1333, -1.3172, 2.1280], [-0.0117, 1.1454, 0.5410], [0.4829, 1.0573, -2.8847], [0.7083, -1.0225, -0.6915], [0.3200, -1.2290, -2.3328], [-0.3630, 0.9817, -1.4050], [1.4660, 1.4827, -1.5161], [1.9916, -0.8809, -1.9346], [1.0408, 1.3180, 1.9124], [-2.1759, -0.0615, 0.8428]],
  "forces_ev_per_angstrom": [[-0.1, -0.1, 0.4], [0.5, -0.4, 0.2], [-0.1, 0.2, -0.6], [0.0, -1.3, -0.5], [-0.7, -0.7, -0.4], [-1.0, -0.1, 0.0], [0.3, -0.1, 0.3], [0.1, 0.1, -0.1], [0.0, 0.3, -0.2], [0.1, 0.2, -0.3], [0.5, 0.1, 0.1], [0.2, 0.1, -0.2], [0.2, 0.7, 0.3], [-0.4, 0.3, 0.5], [0.4, -0.1, 0.1], [0.0, 0.3, 0.0], [0.1, 0.3, 0.4]]
}


Record 4
{
  "formula": "C4H11NO",
  "method": "ωB97M-V with the def2-TZVPD basis set",
  "s_squared": 0.754,
  "charge": 1,
  "orbital_gap_ev": [11.2343, 6.5433],
  "spin_multiplicity": 2,
  "e_homo_ev": [-14.853, -14.851],
  "de_lowest_ev": 1.289,
  "e_lumo_ha": [-0.13298, -0.30529],
  "species": ["O", "N", "C", "C", "C", "C", "H", "H", "H", "H", "H", "H", "H", "H", "H", "H", "H"],
  "xyz": [[-1.8491, -3.4828, 0.6067], [-0.8507, 0.2080, 0.0659], [0.2229, -0.0035, 1.0255], [1.0078, 1.3341, -0.8754], [-0.4150, 0.8534, -1.1486], [1.4792, 0.6339, 0.4237], [-1.6886, -3.1515, -0.2951], [2.1941, -0.1453, 0.1633], [-0.0886, 0.3878, 1.9771], [-1.1275, 1.5842, -1.4840], [1.6591, 1.1186, -1.7237], [1.0342, 2.4064, -0.7430], [-0.3737, 0.0583, -1.9110], [-1.7931, -2.7102, 1.1775], [1.9389, 1.3413, 1.1102], [-1.6843, 0.6545, 0.4575], [0.3346, -1.0870, 1.1735]],
  "forces_ev_per_angstrom": [[0.3, 0.4, -0.5], [0.3, 2.3, 0.7], [0.2, -0.8, -0.5], [0.5, 0.2, 0.1], [0.6, -1.2, -0.4], [0.0, -0.3, -0.6], [-0.2, -0.3, 0.5], [0.1, 0.1, 0.2], [-0.3, 0.3, 0.5], [-0.4, 0.3, 0.0], [-0.1, -0.1, 0.1], [-0.2, 0.3, 0.0], [-0.1, 0.0, -0.1], [-0.1, -0.1, 0.1], [0.0, -0.1, 0.0], [-0.5, -1.0, -0.1], [0.0, 0.0, 0.0]]
}


DFT total energy across the listed records, respectively: -7862.652, -7855.537, -7854.846, -7855.053 eV.